{"formula": "C51H88FN10S", "method": "ωB97M-V with the def2-TZVPD basis set", "charge": 1, "e_tot_ha": -3041.06848, "relative_energy_kcal_mol": 0.0, "homo_lumo_gap_ev": 6.549, "symbols": ["C", "C", "C", "N", "F", "S", "C", "C", "C", "C", "C", "C", "C", "C", "C", "C", "C", "C", "N", "C", "C", "C", "C", "H", "H", "H", "H", "H", "H", "H", "H", "H", "H", "H", "H", "H", "H", "H", "H", "H", "H", "H", "H", "H", "H", "H", "H", "H", "H", "H", "H", "H", "H", "H", "H", "C", "C", "C", "C", "N", "H", "H", "H", "H", "H", "H", "H", "C", "C", "C", "C", "N", "H", "H", "H", "H", "H", "H", "H", "C", "C", "C", "C", "N", "H", "H", "H", "H", "H", "H", "H", "C", "C", "C", "C", "N", "H", "H", "H", "H", "H", "H", "H", "C", "C", "C", "C", "N", "H", "H", "H", "H", "H", "H", "H", "C", "C", "C", "C", "N", "H", "H", "H", "H", "H", "H", "H", "C", "C", "C", "C", "N", "H", "H", "H", "H", "H", "H", "H", "C", "C", "C", "C", "N", "H", "H", "H", "H", "H", "H", "H"], "positions_angstrom": [[-4.1601, -0.5512, 3.7991], [-4.7474, 0.4662, 3.4477], [-5.5554, 1.7424, 3.0680], [-4.6890, 2.9567, 2.8526], [-5.4510, 3.9206, 2.2488], [-4.1651, 3.6712, 4.4059], [-3.4453, 2.7014, 2.0401], [-3.7396, 2.0807, 0.6132], [-2.6392, 2.3954, -0.4869], [-1.1331, 2.1275, -0.0423], [-0.4763, 0.8287, -0.6763], [-1.2230, -0.5398, -0.3572], [-1.7692, -0.6950, 1.1367], [-1.1734, -2.0123, 1.8476], [-2.1894, -3.2268, 1.8998], [-2.7668, -3.6572, 0.4745], [-4.3446, -3.2908, 0.3649], [-4.7169, -2.7009, -1.0639], [-5.5615, -1.4818, -1.0191], [-5.9019, -0.8407, -2.2558], [-6.7222, 0.3837, -1.9338], [-6.8776, 0.4412, -0.4196], [-6.1345, -0.7677, 0.0510], [-3.9112, -1.6005, 4.1201], [-6.2206, 1.9760, 3.9668], [-6.1770, 1.5477, 2.1349], [-3.1803, 2.8254, 4.9140], [-2.6932, 2.0453, 2.5802], [-2.9528, 3.7228, 1.9003], [-3.9451, 0.9600, 0.6380], [-4.7197, 2.5470, 0.2472], [-2.7168, 3.5162, -0.7056], [-2.9195, 1.8551, -1.4490], [-0.9783, 2.1143, 1.0857], [-0.5191, 3.0192, -0.4111], [0.6437, 0.8042, -0.4516], [-0.5355, 0.9687, -1.8122], [-0.4448, -1.3669, -0.4974], [-2.0321, -0.7726, -1.1293], [-1.5493, 0.1791, 1.8188], [-2.8952, -0.8836, 1.0523], [-0.1518, -2.2887, 1.4248], [-0.9709, -1.7174, 2.9369], [-3.0322, -3.0731, 2.6443], [-1.5990, -4.1226, 2.2982], [-2.1842, -3.1952, -0.3761], [-2.7263, -4.7927, 0.4339], [-4.5357, -2.5643, 1.2186], [-4.9377, -4.2351, 0.6032], [-5.1719, -3.4861, -1.7568], [-3.7432, -2.3938, -1.5799], [-5.6054, -1.1650, -3.2983], [-7.1472, 1.1522, -2.6379], [-7.3940, 1.1694, 0.2579], [-6.0052, -1.0782, 1.1315], [4.1266, -0.3675, -1.8682], [4.1689, -1.7284, -2.5493], [2.7796, -2.2615, -2.9069], [1.9614, -2.4147, -1.6679], [1.3256, -2.5303, -0.7071], [3.5952, -0.4129, -0.9136], [5.1391, -0.0177, -1.6587], [3.6339, 0.3765, -2.5018], [4.6782, -2.4288, -1.8877], [4.7656, -1.6534, -3.4624], [2.8630, -3.2327, -3.4011], [2.2698, -1.5770, -3.5898], [4.4907, 4.6108, -0.7995], [3.2505, 4.8948, -1.6399], [2.7715, 3.6714, -2.4250], [3.8410, 3.2185, -3.3635], [4.6703, 2.8681, -4.0906], [5.3451, 4.3302, -1.4205], [4.7788, 5.5006, -0.2367], [4.3046, 3.8007, -0.0883], [3.4692, 5.7151, -2.3304], [2.4454, 5.2348, -0.9825], [1.8757, 3.9191, -2.9995], [2.5224, 2.8524, -1.7448], [5.1831, -7.0381, -2.5837], [4.3046, -7.2084, -1.3497], [3.5619, -5.9253, -0.9705], [4.5408, -4.8407, -0.6644], [5.2994, -3.9990, -0.4281], [5.9724, -6.3004, -2.4183], [5.6706, -7.9826, -2.8365], [4.5879, -6.7201, -3.4440], [4.9271, -7.5381, -0.5124], [3.5744, -8.0002, -1.5381], [2.9361, -6.0971, -0.0920], [2.9145, -5.6013, -1.7895], [-6.0719, 6.3986, 0.2901], [-7.3832, 7.0045, 0.7803], [-8.0588, 7.8886, -0.2704], [-7.1604, 9.0248, -0.6327], [-6.4627, 9.9033, -0.9139], [-5.3328, 7.1698, 0.0613], [-5.6409, 5.7558, 1.0579], [-6.2303, 5.7958, -0.6090], [-7.1883, 7.5879, 1.6850], [-8.0663, 6.1973, 1.0596], [-8.9971, 8.2875, 0.1207], [-8.2853, 7.3113, -1.1701], [9.5820, 5.8630, -2.2578], [8.2903, 5.5106, -2.9878], [7.3202, 6.6909, -3.0851], [6.9359, 7.1504, -1.7168], [6.6434, 7.5174, -0.6479], [9.3930, 6.1509, -1.2209], [10.2535, 5.0021, -2.2377], [10.1009, 6.6876, -2.7548], [7.8070, 4.6760, -2.4711], [8.5340, 5.1661, -3.9961], [6.4192, 6.3930, -3.6264], [7.7801, 7.5226, -3.6246], [-5.0620, 2.0551, 7.3850], [-6.1708, 1.5413, 8.2931], [-6.8253, 0.2688, 7.7524], [-7.4298, 0.5450, 6.4148], [-7.8967, 0.7658, 5.3785], [-5.4481, 2.3316, 6.4026], [-4.6002, 2.9472, 7.8154], [-4.2817, 1.2996, 7.2495], [-6.9238, 2.3254, 8.4136], [-5.7585, 1.3391, 9.2848], [-7.6057, -0.0740, 8.4349], [-6.0877, -0.5313, 7.6528], [2.4133, -10.4335, -4.2191], [1.8854, -10.0984, -5.6101], [2.7779, -9.1083, -6.3632], [2.8636, -7.8230, -5.6084], [2.9308, -6.8280, -5.0220], [2.4471, -9.5493, -3.5775], [1.7628, -11.1627, -3.7317], [3.4196, -10.8582, -4.2732], [0.8751, -9.6893, -5.5173], [1.8064, -11.0202, -6.1922], [2.3670, -8.9109, -7.3555], [3.7837, -9.5165, -6.4882], [8.0619, -1.5446, 1.5872], [7.6015, -1.3066, 3.0203], [6.0872, -1.0999, 3.1320], [5.6746, 0.1010, 2.3388], [5.3613, 1.0378, 1.7327], [7.8507, -0.6831, 0.9491], [9.1404, -1.7135, 1.5562], [7.5675, -2.4208, 1.1583], [8.1234, -0.4331, 3.4224], [7.8921, -2.1642, 3.6330], [5.8047, -0.9483, 4.1762], [5.5515, -1.9767, 2.7596]]}